Here is a cluster of 7 separate species, C9H29F3N10O8 in total at a distorted geometry from the Open Molecules 2025 dataset. Energies are from ωB97M-V with the def2-TZVPD basis set.

```
59
Properties=species:S:1:pos:R:3:lowdin_spin:R:1
O 0.86522 -0.17264 0.99713 0.00
H 1.56033 0.42438 0.71078 0.00
H 0.08505 0.31078 1.27864 0.00
H 0.63680 -0.70679 0.23287 0.00
C -1.97760 2.36357 1.14235 0.00
O -3.29939 1.96972 0.72109 0.00
O -1.26076 1.17294 1.46776 0.00
C -1.33451 3.29746 0.02842 0.00
F -2.19934 4.26335 -0.45729 0.00
F -0.28097 3.92328 0.42266 0.00
F -0.97132 2.46645 -0.95086 0.00
C -4.45053 2.63507 1.07583 0.00
C -5.52003 2.28649 0.04804 0.00
H -5.08065 2.25600 -0.94901 0.00
H -5.89483 1.26628 0.13047 0.00
H -6.41093 2.90564 -0.05710 0.00
H -4.33087 3.71790 1.11129 0.00
H -4.85331 2.29068 2.02833 0.00
H -1.98089 2.85720 2.11416 0.00
C 3.19977 -3.45193 -0.69790 0.11
O 2.46873 -3.34327 0.32113 0.01
N 3.37789 -2.47710 -1.54293 0.06
N 3.73822 -4.54221 -1.11977 0.05
H 3.05213 -1.56268 -1.26401 0.01
H 3.87223 -2.65979 -2.40453 0.10
H 3.63785 -5.32329 -0.48736 0.01
H 4.66825 -4.33940 -1.45742 0.08
C -4.03913 -1.85760 1.63814 0.00
O -4.82849 -2.65409 2.01218 0.00
N -2.80750 -1.87783 1.97792 0.00
N -4.26390 -0.67974 1.12058 0.00
H -2.38446 -2.63262 2.49892 0.00
H -2.13599 -1.30389 1.48826 0.00
H -5.11968 -0.35054 0.69707 0.00
H -3.54318 0.00813 1.28640 0.00
C 2.40218 1.69091 -1.88383 0.07
O 1.92007 0.84186 -1.17376 0.03
N 1.76705 2.69512 -2.38191 0.02
N 3.59156 1.53601 -2.26819 0.07
H 2.23223 3.52033 -2.73224 0.02
H 0.76255 2.59148 -2.36352 0.00
H 4.11646 0.79330 -1.82893 0.08
H 4.12552 2.00064 -2.98867 0.06
C -0.73477 -1.58570 -1.62585 0.01
O 0.23416 -1.64800 -0.96136 0.01
N -1.63487 -0.69100 -1.57973 0.00
N -1.07573 -2.39610 -2.58407 0.01
H -2.15358 -0.73977 -2.44499 0.00
H -1.59156 0.16140 -1.03971 0.00
H -0.47804 -3.20985 -2.60989 0.01
H -1.77267 -2.26696 -3.30357 0.00
C 4.14374 -0.19308 2.12042 0.07
O 3.24006 0.49411 1.60142 0.02
N 4.05526 -1.52709 2.18549 0.02
N 5.14348 0.33255 2.78648 0.02
H 4.79137 -1.99970 2.69033 0.02
H 3.48214 -1.96958 1.48133 0.00
H 5.88510 -0.19321 3.22658 0.01
H 5.35415 1.28255 2.51591 0.01
```

Values from the calculation:
⟨S²⟩: 0.750
HOMO-LUMO gap (alpha / beta): 2.3 / 8.6 eV
HOMO level (alpha / beta): 0.3556 / -5.9563 eV
spin multiplicity: 2
total charge: -1


Here is a cluster of 5 separate species, C9H29NO5 in total at a distorted geometry from the Open Molecules 2025 dataset. Energies are from ωB97M-V with the def2-TZVPD basis set.

```
44
Properties=species:S:1:pos:R:3:nbo_charge:R:1
O -4.29380 -0.96936 1.53457 -0.77
H -4.87252 -0.32620 1.99744 0.55
H -3.37744 -0.47518 1.39058 0.56
H -4.71908 -1.14634 0.67179 0.55
O -3.52193 1.42080 -0.96717 -0.77
H -3.99081 2.21636 -0.63794 0.56
H -2.81613 1.14549 -0.23335 0.58
H -4.17073 0.71625 -1.11044 0.54
O -2.33148 2.02021 3.40085 -0.80
H -3.10920 2.60859 3.42575 0.56
H -2.26627 1.45585 4.19635 0.57
H -2.27056 1.53123 2.48051 0.56
O -2.16764 0.67746 1.14329 -1.22
H -1.37550 0.12207 1.25648 0.52
C 1.59827 0.45478 -2.70545 -0.65
C 0.83401 -0.41719 -1.71059 0.11
C 1.37582 -1.84663 -1.75338 -0.39
C 2.67614 -1.99987 -0.98855 -0.40
C 2.49992 -1.52338 0.47038 -0.41
C 1.92904 -0.07939 0.60321 0.12
N 0.83075 0.10806 -0.34125 -0.23
O 0.29446 1.42930 -0.28326 -0.58
C 1.37035 0.00822 2.03105 -0.61
C 3.11063 0.94556 0.49513 -0.64
C -0.63902 -0.44676 -2.16146 -0.61
H 2.67221 0.47626 -2.50561 0.22
H 1.28164 1.49798 -2.75050 0.23
H 1.53460 0.09531 -3.73444 0.23
H 0.59328 -2.50623 -1.36384 0.19
H 1.50295 -2.12234 -2.80100 0.23
H 3.42557 -1.46026 -1.57041 0.21
H 2.91040 -3.06350 -1.03786 0.23
H 3.48857 -1.64619 0.90918 0.24
H 1.78980 -2.23809 0.89128 0.20
H 0.72460 -0.85779 2.21861 0.19
H 2.14028 0.03619 2.79963 0.24
H 0.77192 0.91228 2.19799 0.18
H 2.76547 1.83824 -0.02056 0.23
H 3.60723 1.10397 1.44803 0.22
H 3.86162 0.45317 -0.12712 0.22
H -1.13505 0.52784 -2.23105 0.19
H -1.32163 -1.09604 -1.59870 0.17
H -0.75864 -0.78891 -3.19413 0.24
H -0.45211 1.20821 0.26593 0.45
```

Values from the calculation:
HOMO-LUMO gap: 4.8 eV
HOMO level: -13.3503 eV
total charge: +2


Here is a structure of composition C9H30AgN7O6 at a distorted geometry from the Open Molecules 2025 dataset. Energies are from ωB97M-V with the def2-TZVPD basis set.

```
53
Properties=species:S:1:pos:R:3:nbo_charge:R:1
Ag -8.48395 23.45237 -18.61454 0.89
O -6.72434 21.32037 -16.27878 -1.31
H -6.26415 20.45854 -16.27640 0.40
C -1.80678 23.86301 -19.29214 -0.63
C -3.15618 24.31233 -18.78369 -0.06
O -4.17778 23.39805 -19.11845 -0.73
H -1.06339 24.38133 -18.68649 0.20
H -1.62118 24.15717 -20.32516 0.20
H -1.54657 22.80504 -19.25893 0.22
H -3.35094 25.29309 -19.21760 0.15
H -3.21107 24.46338 -17.70560 0.16
H -4.51075 23.12329 -18.26099 0.49
C -6.98006 26.16943 -14.53481 0.74
O -7.56282 26.08222 -15.62682 -0.73
N -6.71310 27.25061 -13.95391 -0.80
N -6.56330 25.13644 -13.90280 -0.80
H -6.35062 27.33590 -13.01506 0.38
H -7.06422 28.10216 -14.36824 0.40
H -6.61853 24.23242 -14.34979 0.44
H -6.16084 25.31162 -12.99317 0.37
C -7.95730 19.20198 -20.76562 0.74
O -8.62411 20.20297 -20.96056 -0.70
N -7.88591 18.21392 -21.53673 -0.80
N -7.29233 18.96580 -19.64858 -0.84
H -8.27484 18.26695 -22.46734 0.40
H -7.10547 17.59541 -21.36808 0.38
H -6.87172 18.06227 -19.48479 0.38
H -7.20185 19.74643 -19.01412 0.43
C -7.03059 27.23256 -21.19641 0.75
O -7.57549 26.15138 -21.20519 -0.68
N -6.47778 27.85726 -22.18900 -0.83
N -6.96920 28.00242 -20.13175 -0.83
H -6.57594 27.32618 -23.04247 0.41
H -5.81436 28.57929 -21.94683 0.39
H -6.34166 28.79374 -20.12176 0.38
H -7.25374 27.54098 -19.27957 0.41
C -14.39353 22.36281 -18.63474 -0.63
C -13.03587 22.85350 -19.19704 -0.07
C -13.17697 24.12455 -20.01972 -0.06
O -13.69018 23.81383 -21.30406 -0.56
C -14.12316 24.91286 -22.19280 -0.24
N -12.11918 23.00231 -18.01525 -0.84
H -14.34834 21.46259 -18.02183 0.21
H -15.07961 22.18135 -19.46206 0.22
H -14.84435 23.09412 -17.96390 0.20
H -12.57432 21.99945 -19.69266 0.21
H -12.25041 24.68615 -20.13880 0.17
H -13.77365 24.82812 -19.43915 0.16
H -14.21829 24.51621 -23.20360 0.20
H -13.28376 25.60677 -22.14826 0.17
H -15.07020 25.36616 -21.90003 0.17
H -12.47908 23.69194 -17.37104 0.35
H -12.16786 22.12442 -17.51823 0.36
```

Values from the calculation:
HOMO-LUMO gap: 5.0 eV
HOMO level: -6.3316 eV